141
Properties=species:S:1:pos:R:3:forces:R:3 method="wB97M-V/def2-TZVPD" total_charge=-1 spin_multiplicity=2 e_tot_ev=-81718.439 homo_ev="-2.87 / -4.22"
Hf -20.955000 10.215540 5.747310 -1.10 1.64 1.39
C -20.432680 9.035370 10.289050 0.26 0.52 -0.09
C -21.410680 10.192600 10.526710 -0.36 0.05 -0.91
C -20.946330 10.929870 11.821080 -0.88 0.03 0.25
C -21.665910 12.256040 12.091160 0.21 0.06 -1.25
C -21.576580 13.091140 10.802740 0.18 -0.16 0.81
C -22.075690 12.455990 9.475210 1.19 0.21 0.13
N -21.403440 11.137950 9.328010 1.04 -0.93 0.18
O -21.687290 10.456040 8.073380 0.06 0.05 -0.90
C -21.460540 13.350060 8.373350 -0.18 0.35 -0.10
C -23.597650 12.451000 9.406690 0.72 0.83 -0.81
C -22.776440 9.561560 10.803930 -0.24 -0.49 0.90
H -20.211610 8.466710 11.192300 -0.28 0.20 0.42
H -19.486510 9.485270 9.988300 0.08 -0.29 -0.53
H -20.853020 8.303400 9.599380 0.22 0.27 -0.42
H -19.864240 11.059610 11.839790 0.05 0.18 -0.26
H -21.198340 10.284580 12.662620 0.21 -0.49 0.01
H -21.238230 12.818570 12.921080 0.46 -0.06 -0.01
H -22.708140 12.175560 12.399990 -0.22 -0.58 -0.20
H -20.525910 13.342240 10.657340 0.14 0.03 -0.05
H -22.090700 14.017260 11.059820 -0.21 0.27 -0.72
H -21.542350 14.419660 8.566670 -0.83 0.20 0.27
H -21.889660 13.151520 7.391240 0.16 -0.14 0.03
H -20.373000 13.286090 8.337670 -0.03 -0.81 -0.11
H -23.893390 13.497100 9.327300 -0.21 0.26 0.61
H -24.034430 11.967900 10.280720 -0.34 -0.17 -0.47
H -23.851710 12.125320 8.397980 -0.42 -1.02 0.31
H -23.399490 9.294810 9.950260 0.03 0.81 -0.20
H -23.249010 10.144820 11.594240 -0.78 0.21 -0.50
H -22.666560 8.594010 11.293710 0.45 -0.26 0.18
C -23.239270 6.582560 2.766920 0.22 -0.57 -0.45
C -23.451180 8.027550 3.204250 -2.25 0.67 1.41
C -24.922930 8.434990 2.785960 0.27 -0.13 -1.33
C -26.066570 7.974850 3.628260 1.06 1.10 1.49
C -25.738620 8.466620 5.037240 0.03 -1.15 0.83
C -24.386900 7.921890 5.661060 -0.81 0.31 -0.98
N -23.317300 8.270830 4.685020 0.13 1.07 0.26
O -21.980040 8.047020 5.194400 0.35 2.41 0.22
C -24.526480 6.368410 5.887670 0.47 0.90 0.51
C -24.282510 8.745560 7.004490 0.37 -0.97 -0.84
C -22.594700 9.039960 2.474380 0.89 -0.84 0.07
H -23.397490 5.832800 3.542110 0.50 0.31 0.26
H -22.267390 6.456100 2.289880 0.20 -0.22 0.24
H -23.978970 6.286760 2.022980 -0.01 0.21 -0.32
H -25.210960 8.028550 1.816450 0.94 -0.29 -0.58
H -24.948900 9.499870 2.554740 -0.10 0.29 0.75
H -26.122210 6.886830 3.593360 -0.39 -0.02 0.01
H -26.971660 8.471980 3.279310 -0.24 -0.41 -0.06
H -26.522530 8.129580 5.715470 -0.13 0.01 0.26
H -25.719080 9.553670 5.114980 0.08 0.09 -0.34
H -24.843440 5.850210 4.982620 -0.18 0.08 0.15
H -25.199070 6.158220 6.719260 -0.37 0.05 -0.12
H -23.580580 5.928300 6.203380 0.29 0.17 -0.16
H -25.256570 8.759770 7.493470 -0.09 -0.36 0.07
H -24.048930 9.797340 6.839250 0.36 -0.08 -0.29
H -23.545570 8.300120 7.672770 0.07 0.17 0.05
H -22.859920 10.075910 2.685500 -0.26 -0.19 0.03
H -22.669870 8.811040 1.411350 0.03 0.29 -0.22
H -21.554040 8.894160 2.763970 0.24 0.03 -0.09
C -18.905280 6.991200 3.750400 -0.60 1.66 0.34
C -18.364170 8.192900 2.884950 1.35 -0.23 -0.46
C -18.697510 7.736560 1.446110 -0.42 0.54 -1.05
C -18.585360 8.792570 0.313870 -0.69 1.18 1.64
C -19.429500 10.044540 0.785920 1.00 -1.33 -0.50
C -18.983370 10.602830 2.151130 0.18 -0.38 -0.15
N -18.957670 9.517660 3.152280 -2.09 -1.47 -0.15
O -18.849680 9.878640 4.505190 -2.13 0.67 1.05
C -20.035270 11.682130 2.484120 1.38 0.00 0.72
C -17.569100 11.243620 2.001750 -0.42 0.31 -0.08
C -16.815980 8.282510 3.074950 0.16 -0.11 0.13
H -18.608000 5.994510 3.424310 0.52 0.25 -0.22
H -19.993630 7.008140 3.692870 -0.20 0.08 0.09
H -18.655120 7.150840 4.799230 0.15 -0.13 0.04
H -19.735260 7.403150 1.441980 -0.26 0.01 0.14
H -18.129600 6.847240 1.172820 0.31 -0.03 0.23
H -19.042850 8.474560 -0.622980 0.37 -0.39 -0.04
H -17.538240 9.069900 0.192470 0.00 -0.02 -0.38
H -20.467650 9.714670 0.746680 -0.17 0.05 0.60
H -19.397980 10.856000 0.058840 0.37 0.09 -0.10
H -20.978630 11.299440 2.873650 -0.09 -0.22 -0.46
H -20.131380 12.246780 1.556750 -0.52 0.23 0.20
H -19.652030 12.330180 3.272320 0.02 0.15 -0.11
H -17.220440 11.518660 2.997180 0.19 -0.17 0.02
H -17.540490 12.157510 1.408390 -0.47 0.23 -0.03
H -16.875370 10.586330 1.477520 -0.02 -0.09 0.34
H -16.351830 9.042830 2.446790 -0.15 -0.31 -0.28
H -16.326920 7.323090 2.906310 -0.02 -0.17 -0.25
H -16.497450 8.579610 4.074130 -0.55 0.01 0.34
C -24.848100 13.225510 5.509230 0.05 -0.64 -0.33
C -23.915720 12.282460 4.626270 1.08 0.46 -0.12
C -23.399410 12.983370 3.365640 -1.05 0.56 0.09
O -22.823740 11.666980 5.272810 1.48 -1.88 0.83
H -25.150320 14.150220 5.017630 0.55 0.21 -0.29
H -24.517280 13.481370 6.515810 0.36 -0.22 -0.11
H -25.808160 12.714960 5.584830 -0.04 -0.23 0.44
H -24.636400 11.578050 4.210910 0.03 -0.81 0.17
H -22.739960 13.835400 3.530750 0.34 -0.39 0.12
H -24.293780 13.423370 2.924510 -0.15 0.07 -0.50
H -23.002220 12.253890 2.659800 0.23 0.17 0.09
C -13.865920 11.231390 6.866340 -1.42 -0.60 0.08
C -14.256990 11.322090 8.229400 1.53 -0.29 -2.38
C -15.585930 11.376170 8.514320 -1.90 -0.56 0.90
C -16.593040 11.263390 7.529240 0.95 0.23 -0.40
C -16.196600 11.245170 6.199680 -1.68 -0.46 0.14
C -14.876380 11.131760 5.897170 1.99 0.96 0.19
N -18.029540 11.302930 7.897740 -2.17 -0.36 -1.99
O -18.936230 10.781430 7.185910 2.79 0.57 0.42
O -18.328820 11.919880 8.867820 0.47 0.60 1.53
H -12.850110 11.155150 6.507570 0.22 0.08 0.41
H -13.467560 11.251880 8.963080 -0.28 0.33 0.39
H -15.854200 11.407840 9.559990 -0.36 0.06 0.05
H -16.872020 11.312460 5.359640 -0.67 -0.20 0.32
H -14.620810 11.130260 4.847840 0.19 -0.16 -0.08
C -18.989380 3.516980 8.131080 -0.38 0.47 0.96
C -19.693390 4.140010 7.119070 0.49 -0.32 0.31
C -19.874470 5.513120 7.105910 0.44 0.59 -0.53
C -19.177930 6.296190 8.026780 0.73 -0.84 1.26
C -18.500520 5.674750 9.133480 -0.28 -0.68 -1.27
C -18.475660 4.256970 9.213220 -0.52 0.98 -1.15
N -18.975330 7.759220 7.765470 0.21 1.77 -1.39
O -19.795010 8.349630 7.017920 0.78 -1.93 1.32
O -17.939300 8.296510 8.162110 -1.64 -1.32 -0.09
H -18.977660 2.437760 8.091710 0.41 -0.11 0.27
H -19.986750 3.476830 6.318730 -0.60 0.42 -0.22
H -20.434750 5.946820 6.290810 -0.02 0.45 -0.02
H -17.907810 6.222810 9.850920 -0.30 0.39 -0.03
H -18.044510 3.739270 10.057310 0.21 0.20 0.04
C -21.066140 17.685610 5.067930 -0.55 -0.10 0.55
C -19.714920 17.480740 5.186450 0.80 -1.30 -0.22
C -19.206160 16.177450 5.263830 0.62 -0.15 0.02
C -20.028630 15.045170 5.391030 -0.05 -0.15 -0.48
C -21.406790 15.285530 5.322640 -1.05 0.56 0.20
C -21.943210 16.598460 5.169330 1.42 -0.70 -0.15
N -19.471310 13.706600 5.460800 1.11 2.71 -0.40
O -20.189710 12.697310 5.575120 -3.06 -2.71 0.34
O -18.224370 13.545650 5.315760 1.00 0.54 0.01
H -21.405990 18.704930 4.958880 -0.37 0.02 -0.01
H -19.031020 18.316500 5.172580 0.13 0.03 -0.16
H -18.151560 15.974770 5.149240 0.19 0.18 0.34
H -22.037810 14.411330 5.385730 -0.25 0.03 0.08
H -22.990550 16.847270 5.082280 -0.23 -0.64 0.08